C6H13NO2 | ωB97M-V with the def2-TZVPD basis set

The HOMO energy is -9.4 eV. The structure (SMILES) is C[C@H](N)[C@H](O)/C=C\CO. As for the total energy: -12016.272 eV. For the strongest force on any atom, the calculation gives 3.16 eV/Å. Its orbital gap is 10.04 eV.

```
! wB97M-V def2-TZVPD RIJCOSX def2/J DEFGRID3
* xyz 0 1
C -2.60 -1.06 0.08
C -1.51 -0.02 0.36
N -2.16 1.33 0.41
C -0.50 -0.01 -0.72
O 0.11 -1.24 -0.83
C 0.49 1.17 -0.52
C 1.78 1.11 -0.25
C 2.56 -0.15 -0.09
O 2.01 -0.71 1.08
H -2.12 -2.04 0.04
H -3.04 -0.80 -0.85
H -3.30 -1.03 0.91
H -0.99 -0.24 1.30
H -1.49 1.97 0.89
H -2.93 1.13 1.12
H -1.01 0.19 -1.68
H 0.65 -1.40 -0.09
H 0.04 2.25 -0.45
H 2.39 2.00 0.01
H 2.53 -0.81 -0.95
H 3.56 0.13 0.14
H 2.57 -1.35 1.60
*
```

Löwdin population analysis, charges in e, atoms 1 to 5:
1 C -0.04
2 C -0.43
3 N 0.03
4 C -0.39
5 O 0.00

=====

C6H13NO2Si | ωB97M-V with the def2-TZVPD basis set

The HOMO energy (alpha / beta) is -3.4 / -10.0 eV. As for the total energy: -19890.602 eV. For the strongest force on any atom, the calculation gives 4.96 eV/Å. Its orbital gap (alpha / beta) is 4.14 / 8.78 eV.

```
! wB97M-V def2-TZVPD RIJCOSX def2/J DEFGRID3
* xyz 0 3
C 1.87 -0.61 -0.08
C 4.23 0.25 0.12
C -2.31 -2.31 1.02
C -1.25 2.11 1.05
C -1.86 0.49 -2.41
C 3.23 -0.83 0.14
N 0.68 -0.41 -0.12
O -2.33 -1.33 -0.05
O -1.90 0.96 0.70
Si -1.53 -0.02 -0.54
H 4.95 -0.08 -0.63
H 3.64 1.24 -0.17
H 4.60 0.50 1.03
H -2.53 -3.17 0.42
H -3.01 -1.98 1.70
H -1.27 -2.15 1.32
H -1.46 3.04 0.62
H -0.10 2.10 1.03
H -1.36 2.35 2.05
H -2.93 0.76 -2.32
H -1.05 1.27 -2.57
H -1.69 -0.46 -2.92
H 3.37 -1.73 0.58
*
```

Löwdin population analysis, charges in e, atoms 1 to 5:
1 C -0.18
2 C -0.09
3 C -0.04
4 C -0.21
5 C -0.20

=====

C6H13NO3 | ωB97M-V with the def2-TZVPD basis set

The HOMO energy is -9.7 eV. The structure (SMILES) is C[C@H]1C[C@@H](O)CC(=O)N1.O. As for the total energy: -14066.167 eV. For the strongest force on any atom, the calculation gives 0.98 eV/Å. Its orbital gap is 10.35 eV.

```
! wB97M-V def2-TZVPD RIJCOSX def2/J DEFGRID3
* xyz 0 1
C 0.46 2.79 0.66
C -0.90 3.14 0.09
C -0.81 4.11 -1.07
C -2.18 4.32 -1.70
O -2.05 5.27 -2.75
C -2.72 2.99 -2.22
C -2.60 1.85 -1.24
O -3.34 0.86 -1.30
N -1.60 1.91 -0.32
H 1.16 2.49 -0.13
H 0.88 3.67 1.18
H 0.39 1.97 1.39
H -1.50 3.61 0.89
H -0.42 5.07 -0.70
H -0.11 3.74 -1.83
H -2.87 4.72 -0.93
H -2.91 5.46 -3.12
H -3.77 3.07 -2.52
H -2.14 2.70 -3.11
H -1.62 1.16 0.36
O -1.77 -0.80 -3.27
H -1.08 -0.45 -2.68
H -2.34 -1.32 -2.69
*
```

Löwdin population analysis, charges in e, atoms 1 to 5:
1 C -0.06
2 C -0.37
3 C -0.11
4 C -0.40
5 O -0.02

=====

C6H13NO3 | ωB97M-V with the def2-TZVPD basis set

The HOMO energy (alpha / beta) is -10.2 / -9.8 eV. As for the total energy: -14059.429 eV. For the strongest force on any atom, the calculation gives 2.82 eV/Å. Its orbital gap (alpha / beta) is 8.32 / 8.53 eV.

```
! wB97M-V def2-TZVPD RIJCOSX def2/J DEFGRID3
* xyz 0 1
C 0.88 -1.97 -0.40
C 1.14 -0.55 -0.90
C 2.63 -0.24 -1.06
C 0.59 0.48 0.06
C 0.62 1.88 -0.50
C -0.90 0.21 0.52
O -1.38 1.03 1.48
O -5.87 -0.77 2.79
N -5.12 0.10 2.37
O -5.29 1.25 2.00
H 1.23 -2.16 0.62
H -0.18 -2.22 -0.44
H 1.42 -2.63 -1.10
H 0.62 -0.45 -1.87
H 3.14 -0.23 -0.08
H 3.09 -1.00 -1.71
H 2.76 0.76 -1.50
H 1.25 0.42 0.96
H -0.04 2.01 -1.36
H 0.29 2.54 0.32
H 1.65 2.14 -0.79
H -1.46 0.15 -0.48
H -1.08 -0.75 1.07
*
```

Löwdin population analysis, charges in e, atoms 1 to 5:
1 C -0.08
2 C -0.43
3 C -0.07
4 C -0.38
5 C -0.07

=====

Question: The highest strongest force on any atom belongs to which entry?
Answer: C6H13NO2Si

=====

Question: strongest force on any atom of number 1 (C6H13NO2)?
Answer: 3.16 eV/Å

=====

Question: Among the records above, which one has the lowest strongest force on any atom?
Answer: number 3

=====

Question: Look up the strongest force on any atom of the second one.
Answer: 4.96 eV/Å